{
  "formula": "C33H42O18",
  "method": "wB97M-V/def2-TZVPD",
  "lumo_ha": -0.0348,
  "energy_ha": -2637.06317,
  "symbols": ["O", "C", "C", "C", "C", "C", "C", "O", "C", "O", "C", "C", "C", "C", "C", "C", "H", "H", "H", "H", "H", "H", "H", "H", "H", "H", "H", "H", "C", "C", "C", "O", "C", "O", "O", "H", "H", "H", "H", "H", "H", "C", "C", "C", "O", "C", "O", "O", "H", "H", "H", "H", "H", "H", "C", "C", "C", "O", "C", "O", "O", "H", "H", "H", "H", "H", "H", "C", "C", "C", "O", "C", "O", "O", "H", "H", "H", "H", "H", "H", "C", "C", "C", "O", "C", "O", "O", "H", "H", "H", "H", "H", "H"],
  "positions_angstrom": [[0.898762, 1.108042, 1.145697], [0.580292, 1.298220, -0.011146], [-0.553461, 2.195000, -0.426991], [-0.443697, 2.914150, -1.537176], [-1.527633, 3.812929, -2.081525], [-2.429099, 2.924776, -3.015636], [-3.457399, 2.115881, -2.234867], [-4.095843, 1.113227, -3.033429], [0.851212, 2.813391, -2.323183], [1.364847, 3.769284, -2.867078], [1.461558, 1.426595, -2.327217], [2.096851, 0.917670, -3.436263], [2.598024, -0.364570, -3.357406], [2.477676, -1.114655, -2.215265], [1.842101, -0.597041, -1.101643], [1.328139, 0.672497, -1.171713], [-1.445376, 2.221751, 0.194624], [-2.190858, 4.176060, -1.287715], [-1.092485, 4.635523, -2.653337], [-1.734826, 2.211732, -3.494468], [-2.854361, 3.516156, -3.828044], [-4.266412, 2.753671, -1.839721], [-2.968015, 1.604481, -1.393313], [-3.588296, 0.298548, -2.997820], [2.163750, 1.533677, -4.327319], [3.074993, -0.794267, -4.233817], [2.873669, -2.126376, -2.186836], [1.734182, -1.154662, -0.174804], [-6.931286, 7.769814, -3.443820], [-5.728857, 6.884760, -3.225959], [-5.719475, 5.634839, -4.068061], [-4.971729, 4.726915, -3.248407], [-5.143370, 5.114755, -1.964793], [-4.832884, 4.466684, -1.010694], [-5.721971, 6.334206, -1.897533], [-6.873798, 8.652669, -2.807240], [-6.994613, 8.093329, -4.482906], [-7.850562, 7.246913, -3.176195], [-4.808019, 7.459903, -3.357198], [-5.233039, 5.776749, -5.030578], [-6.715459, 5.216111, -4.229691], [0.010276, -4.597302, 3.207532], [0.648289, -4.028293, 1.966961], [0.231250, -4.718024, 0.693423], [1.380960, -4.527957, -0.144485], [2.455551, -4.411921, 0.676276], [3.587421, -4.449492, 0.309496], [2.070466, -4.253495, 1.964416], [0.348380, -4.060378, 4.094149], [-1.077110, -4.533410, 3.157312], [0.303241, -5.638874, 3.339436], [0.477263, -2.948622, 1.909486], [-0.653534, -4.273461, 0.242820], [0.067945, -5.791386, 0.819811], [4.832961, -9.113951, 1.427969], [3.391178, -9.323604, 1.821242], [2.397217, -8.682436, 0.885846], [1.289218, -8.417349, 1.757285], [1.796183, -8.266029, 3.010653], [1.185336, -7.835247, 3.934119], [3.090388, -8.661351, 3.060624], [5.496430, -9.602621, 2.141640], [5.030021, -9.519395, 0.435314], [5.086089, -8.052734, 1.436480], [3.185086, -10.389971, 1.950244], [2.099163, -9.339121, 0.071354], [2.748375, -7.733831, 0.470393], [-3.777638, 3.611844, 1.784147], [-2.884900, 4.616113, 2.471135], [-2.029740, 4.036676, 3.570427], [-1.854751, 5.158173, 4.442905], [-2.934831, 5.966683, 4.276377], [-3.210237, 6.876036, 4.986823], [-3.658253, 5.589584, 3.189563], [-4.363250, 4.093758, 1.000083], [-3.190553, 2.810091, 1.334596], [-4.488385, 3.178114, 2.490324], [-2.275674, 5.146811, 1.732579], [-1.068411, 3.673803, 3.210977], [-2.528101, 3.238245, 4.126357], [4.773326, -1.056512, 2.804974], [5.400577, -0.482793, 1.557852], [4.978685, -1.171361, 0.286322], [6.116248, -0.968730, -0.561564], [7.199960, -0.846319, 0.248607], [8.326100, -0.871006, -0.125515], [6.821033, -0.697312, 1.545753], [5.116001, -0.514792, 3.687179], [3.685316, -0.993818, 2.758729], [5.065310, -2.099011, 2.940508], [5.220334, 0.595184, 1.506700], [4.087172, -0.731249, -0.151671], [4.823408, -2.247273, 0.406508]],
  "forces_ev_per_angstrom": [[-0.4, -0.2, -0.4], [0.2, 0.0, -0.2], [0.4, -0.6, 0.4], [0.0, 0.8, -0.4], [-0.6, -0.8, -0.2], [1.1, -0.2, -0.1], [-0.4, -0.2, 0.0], [-0.1, 0.1, -0.2], [0.2, -0.1, 0.0], [-0.5, -0.6, 0.1], [-0.5, 1.0, 0.0], [0.0, 0.5, 0.0], [0.4, -0.2, -1.1], [0.1, -0.8, 0.4], [0.0, -0.2, 0.4], [-0.6, 0.7, 0.7], [0.3, 0.2, 0.1], [0.4, 0.2, 0.0], [0.0, 0.0, 0.2], [-0.3, 0.1, -0.1], [-0.2, -0.1, 0.3], [0.7, -0.5, -0.2], [0.0, 0.3, 0.0], [0.1, 0.1, 0.0], [0.1, -0.2, 0.0], [0.0, 0.0, 0.2], [0.0, 0.1, 0.0], [0.1, 0.0, -0.2], [-0.1, 0.1, 0.4], [-0.5, 0.4, -0.3], [0.1, -0.1, -0.3], [-0.1, 0.1, 0.2], [-0.2, 0.2, 0.3], [-0.2, 0.5, -0.3], [0.3, -0.3, -0.1], [0.0, 0.0, -0.1], [0.1, 0.0, 0.0], [0.0, -0.1, -0.1], [0.1, -0.1, 0.0], [0.1, -0.2, 0.1], [0.0, 0.1, 0.1], [0.4, -0.1, 0.3], [-0.5, -0.2, 0.5], [-0.2, 0.0, -0.2], [0.1, 0.0, 0.1], [0.0, 0.0, 0.1], [0.0, 0.0, -0.1], [0.0, 0.1, -0.4], [-0.1, 0.1, 0.0], [0.0, 0.0, -0.1], [-0.1, -0.1, -0.1], [0.1, 0.0, -0.1], [0.1, 0.1, -0.2], [0.0, 0.0, 0.2], [0.2, 0.1, 0.4], [0.6, 0.0, -0.3], [-0.2, -0.1, -0.2], [0.1, 0.1, 0.1], [0.1, 0.0, 0.2], [-0.1, 0.0, 0.0], [-0.4, 0.0, -0.1], [0.0, -0.1, -0.1], [-0.1, 0.0, 0.0], [-0.1, 0.0, -0.1], [-0.1, 0.0, 0.0], [-0.2, 0.0, 0.1], [0.1, 0.0, 0.1], [-0.5, 0.3, 0.0], [-0.3, -0.6, -0.3], [0.4, 0.0, 0.0], [-0.2, 0.0, -0.1], [-0.1, 0.1, 0.1], [0.0, 0.0, 0.0], [0.3, 0.0, 0.2], [0.2, -0.1, 0.1], [0.0, 0.0, 0.0], [0.2, -0.1, 0.1], [0.1, 0.0, 0.1], [0.1, 0.1, 0.1], [-0.1, 0.0, -0.1], [0.3, 0.0, 0.3], [-0.4, -0.2, 0.5], [-0.2, 0.0, -0.2], [0.1, 0.0, 0.2], [0.1, 0.0, 0.0], [0.0, 0.0, 0.0], [0.0, 0.1, -0.4], [-0.1, 0.1, 0.0], [0.0, 0.1, -0.1], [-0.1, 0.0, -0.1], [0.0, 0.0, -0.1], [0.2, 0.1, -0.1], [0.0, 0.0, 0.1]],
  "mulliken_charge": [-0.64, -0.60, 0.32, 0.24, -0.59, -0.53, 0.00, -0.61, -0.20, -0.57, 0.99, -0.87, -0.76, -0.11, -0.99, 0.51, 0.47, 0.00, 0.48, 0.43, 0.30, -0.18, 0.41, 0.37, 0.50, 0.40, 0.51, 0.78, -1.49, 0.49, -0.56, -0.27, 0.54, -0.47, -0.38, 0.37, 0.38, 0.36, 0.27, 0.34, 0.31, -1.35, 0.66, -0.41, -0.35, 0.76, -0.63, -0.35, 0.38, 0.39, 0.17, 0.20, 0.33, 0.25, -1.43, 0.47, -0.33, -0.33, 0.67, -0.56, -0.36, 0.36, 0.38, 0.33, 0.25, 0.34, 0.18, -1.25, 0.68, -0.41, -0.35, 0.58, -0.53, -0.36, 0.21, 0.25, 0.45, 0.21, 0.27, 0.32, -1.42, 0.49, 0.36, -0.37, 0.59, -0.55, -0.39, 0.39, 0.34, 0.35, 0.27, -0.27, 0.17]
}